1.
{
  "formula": "C3H10NOS",
  "method": "ωB97M-V/def2-TZVPD",
  "symbols": ["C", "C", "S", "C", "N", "H", "H", "H", "H", "H", "H", "H", "H", "H", "H", "O"],
  "positions_angstrom": [[-0.8102, 0.5804, 0.8452], [0.4636, -0.3486, 0.6726], [0.8541, -0.7326, -1.0858], [-2.0234, -0.1218, 0.2588], [-2.3063, -1.4818, 0.7970], [-0.4995, 1.4279, 0.2296], [-0.8813, 1.0081, 1.8491], [0.3102, -1.1514, 1.4213], [1.3243, 0.2393, 0.9755], [-1.7740, -0.2460, -0.8017], [-2.9392, 0.4946, 0.2702], [-2.9111, -1.9562, 0.1456], [-1.3999, -1.9292, 0.7801], [2.7116, 2.8841, -0.9369], [2.5768, 1.4353, -0.5512], [2.7334, 2.3069, -0.1549]],
  "forces_ev_per_a": [[1.439, -0.462, -0.719], [-0.721, 0.906, 0.455], [-0.100, -0.273, 0.420], [-0.573, 0.126, -0.865], [0.286, 1.125, 0.751], [-0.656, 0.160, -0.290], [-0.291, -0.551, 0.285], [0.531, -0.230, -0.664], [-0.022, -0.012, 0.614], [0.066, 0.230, -0.005], [0.212, -0.163, 0.389], [0.076, -0.181, -0.177], [-0.070, -0.499, -0.152], [-0.045, -0.237, 0.482], [-0.351, -0.365, 0.080], [0.220, 0.426, -0.605]],
  "nbo_charge": [-0.434, -0.530, -0.737, -0.237, -0.859, 0.212, 0.180, 0.158, 0.195, 0.203, 0.158, 0.341, 0.364, 0.455, 0.500, -0.967],
  "total_energy_ha": -648.5066,
  "charge": -1,
  "orbital_gap_ev": 6.64,
  "homo_energy_ha": -0.1001
}

2.
{
  "formula": "C3H10NOS",
  "method": "ωB97M-V/def2-TZVPD",
  "symbols": ["C", "S", "C", "H", "H", "H", "H", "H", "H", "N", "C", "O", "H", "H", "H", "H"],
  "positions_angstrom": [[0.5605, -1.6106, 1.4683], [-1.0598, -2.2100, 0.7907], [-1.5947, -0.6152, 0.0573], [0.4346, -1.3490, 2.5159], [1.2342, -2.4814, 1.4914], [0.9934, -0.8678, 0.8041], [-0.6570, -0.1324, -0.2483], [-1.9742, -0.0183, 0.8888], [-2.3090, -0.8986, -0.7124], [1.8511, 2.9722, -1.5389], [0.7358, 1.8992, -1.4174], [0.5929, 1.4648, -0.1747], [1.4173, 3.8354, -1.8780], [1.6959, 3.2385, -0.5500], [0.8810, 1.0578, -2.1073], [-0.1743, 2.4682, -1.8693]],
  "forces_ev_per_a": [[-0.302, -1.617, -0.028], [0.790, 0.345, 0.106], [0.665, -0.848, 1.022], [0.022, 0.672, -0.159], [-0.187, 0.132, -0.177], [-0.172, 0.444, 0.267], [-0.466, 0.332, -0.535], [-0.441, 0.119, -0.463], [-0.031, 0.538, -0.030], [-0.792, 0.239, 1.418], [-1.147, 0.731, -0.571], [0.063, 0.151, 0.200], [-0.062, -0.324, -0.947], [1.118, -0.376, 0.049], [0.658, 0.008, -0.593], [0.286, -0.547, 0.442]],
  "nbo_charge": [-0.728, 0.064, -0.741, 0.198, 0.196, 0.270, 0.299, 0.204, 0.201, -0.915, 0.144, -0.944, 0.308, 0.350, 0.079, 0.013],
  "total_energy_ha": -648.4505,
  "charge": -1,
  "orbital_gap_ev": 6.30,
  "homo_energy_ha": -0.1076
}

3.
{
  "formula": "C3H10NOS",
  "method": "ωB97M-V/def2-TZVPD",
  "symbols": ["C", "N", "C", "C", "S", "H", "H", "H", "H", "H", "H", "H", "H", "H", "H", "O"],
  "positions_angstrom": [[-2.1881, -0.5339, -0.3291], [-1.0680, -0.0949, -1.1494], [0.2869, -0.2661, -0.4613], [1.2833, 0.8548, -0.8059], [2.9839, 0.1911, -0.6216], [-2.9636, 0.2358, -0.2378], [-1.8478, -0.6481, 0.7124], [-2.6833, -1.4828, -0.5162], [-0.9648, -0.7216, -1.9322], [0.0820, -0.3566, 0.5992], [0.7350, -1.1769, -0.8542], [1.3068, 1.7694, -0.2131], [0.9639, 1.0864, -1.8312], [1.5627, -0.3469, 2.5367], [1.4310, 1.0713, 2.2607], [1.0800, 0.4191, 2.8432]],
  "forces_ev_per_a": [[0.016, 0.600, 1.459], [0.763, -0.522, 0.384], [-0.906, 0.804, -0.333], [0.143, -0.937, -0.311], [0.061, 0.076, -0.040], [-0.086, -0.033, -0.383], [0.017, 0.038, -0.155], [0.088, -0.271, -0.707], [-0.428, 0.135, -0.368], [0.281, -0.079, 0.201], [0.172, -0.135, 0.292], [-0.885, -0.048, 0.099], [0.638, 0.380, -0.029], [0.200, -0.514, -0.151], [0.390, 1.010, -0.822], [-0.464, -0.503, 0.863]],
  "nbo_charge": [-0.420, -0.650, -0.239, -0.537, -0.746, 0.170, 0.186, 0.167, 0.343, 0.181, 0.186, 0.184, 0.176, 0.477, 0.478, -0.958],
  "total_energy_ha": -648.4838,
  "charge": -1,
  "orbital_gap_ev": 6.35,
  "homo_energy_ha": -0.0940
}